Entry 1:
{"formula": "C6H6S2", "method": "ωB97M-V/def2-TZVPD", "species": ["S", "S", "C", "C", "C", "C", "C", "C", "H", "H", "H", "H", "H", "H"], "coordinates": [[2.689, -0.899, 0.644], [-1.559, 1.392, 0.208], [-0.680, 0.928, 1.564], [1.245, -0.210, 0.421], [0.623, -0.176, -0.920], [0.475, 0.222, 1.563], [-0.622, -0.984, -1.115], [-0.706, 0.499, -1.118], [-0.766, -1.460, -2.088], [-1.066, -1.542, -0.315], [1.328, -0.020, -1.769], [0.915, -0.041, 2.514], [-0.836, 0.994, -2.079], [-1.042, 1.298, 2.490]], "atomic_forces_ev_per_a": [[0.819, -0.113, -0.090], [-0.445, 0.229, -1.317], [1.613, -0.758, -0.338], [-0.803, -0.439, 0.040], [0.942, 0.783, -0.450], [-0.288, 0.170, 0.408], [-0.337, -0.267, -1.337], [-0.638, 0.616, 0.340], [0.159, 0.092, 0.293], [0.132, -0.030, 0.523], [-0.564, -0.571, 0.818], [0.050, 0.189, 0.100], [-0.100, -0.049, 0.338], [-0.539, 0.150, 0.671]], "mulliken_charge": [-0.29, -0.19, -0.20, 0.32, -0.15, -0.60, -0.69, -0.12, 0.25, 0.27, 0.38, 0.34, 0.35, 0.35], "smiles": "S=C1C=CS[C@@H]2C[C@H]12", "relative_energy_kcal_mol": 7.4, "multiplicity": 1}

=====

Entry 2:
{"formula": "C5H7BrN4O2", "method": "ωB97M-V/def2-TZVPD", "species": ["Br", "O", "O", "N", "N", "N", "N", "C", "C", "C", "C", "C", "H", "H", "H", "H", "H", "H", "H"], "coordinates": [[3.974, 1.109, -0.119], [1.220, -2.828, -0.031], [3.323, -2.204, 0.224], [2.094, -1.982, 0.108], [1.405, 1.638, 0.057], [0.160, 1.109, 0.029], [-0.921, -1.010, -0.067], [1.639, -0.639, 0.059], [-2.333, -0.756, -0.382], [2.190, 0.607, 0.056], [0.086, -0.187, 0.017], [-0.888, 2.146, 0.255], [-0.324, 2.995, -0.205], [-0.684, -1.979, -0.106], [-2.867, -1.424, 0.332], [-2.636, 0.198, 0.092], [-1.804, 1.722, -0.213], [-2.623, -0.778, -1.442], [-1.012, 2.264, 1.337]], "atomic_forces_ev_per_a": [[0.673, -0.378, 0.142], [0.098, -0.642, 0.229], [-2.416, 0.257, -0.105], [1.793, 1.294, -0.411], [0.281, -0.346, -0.052], [-2.121, 1.484, 0.623], [-2.359, -0.746, -0.547], [-4.844, 0.061, 0.074], [-0.198, 0.669, 2.370], [2.679, 1.397, -0.078], [5.392, -2.019, -0.125], [1.058, -1.283, -0.778], [-1.533, -0.184, 0.335], [0.635, -0.402, 0.047], [-0.071, -0.144, -1.347], [0.187, -0.302, -0.729], [0.625, 1.389, 0.157], [0.207, -0.278, 0.470], [-0.086, 0.174, -0.277]], "mulliken_charge": [-0.11, -0.71, -0.57, 0.96, -1.03, 0.63, -0.22, 0.39, -0.91, -0.15, 0.50, -0.79, 0.32, 0.24, 0.36, 0.28, 0.25, 0.27, 0.28], "smiles": "CNc1c([N+](=O)[O-])c(Br)nn1C", "relative_energy_kcal_mol": 22.6, "multiplicity": 1}

=====

Entry 3:
{"formula": "C38H55N13O", "method": "ωB97M-V/def2-TZVPD", "species": ["O", "N", "N", "N", "N", "N", "N", "N", "N", "N", "N", "N", "N", "N", "C", "C", "C", "C", "C", "C", "C", "C", "C", "C", "C", "C", "C", "C", "C", "C", "C", "C", "C", "C", "C", "C", "C", "C", "C", "C", "C", "C", "C", "C", "C", "C", "C", "C", "C", "C", "C", "C", "H", "H", "H", "H", "H", "H", "H", "H", "H", "H", "H", "H", "H", "H", "H", "H", "H", "H", "H", "H", "H", "H", "H", "H", "H", "H", "H", "H", "H", "H", "H", "H", "H", "H", "H", "H", "H", "H", "H", "H", "H", "H", "H", "H", "H", "H", "H", "H", "H", "H", "H", "H", "H", "H", "H"], "coordinates": [[0.681, 2.295, -3.468], [2.462, 5.416, -0.021], [-4.645, -6.791, 0.237], [-0.938, -4.527, -3.334], [3.796, 0.018, 0.771], [2.538, -5.096, -3.120], [-2.220, 8.750, 0.848], [2.960, -9.920, 0.925], [1.514, 0.105, -3.800], [-1.682, -3.579, 3.272], [-1.215, -9.527, -1.526], [-0.955, 8.350, 6.299], [2.372, 8.246, 2.535], [-2.731, 4.658, 1.090], [-0.117, 0.358, -2.111], [1.644, -2.732, -0.413], [-2.400, 1.219, -1.300], [-0.112, 7.623, 6.008], [-3.521, -2.457, -1.122], [-1.226, -6.582, -1.742], [1.035, -0.527, -1.577], [-4.206, -6.175, 1.106], [4.919, 7.718, 2.267], [-3.655, -5.319, 2.161], [1.344, -9.972, -1.828], [1.499, -1.125, -2.928], [-1.783, 9.357, 1.723], [-1.915, -2.454, 3.196], [0.961, 6.697, 5.638], [3.509, 2.615, 0.927], [2.791, -4.693, -4.167], [2.901, -8.890, 1.435], [3.664, 1.159, 0.840], [1.373, 7.750, -0.467], [0.785, -1.447, -0.378], [-5.245, -1.047, -0.341], [3.494, 8.017, 2.417], [0.686, 1.137, -3.167], [1.984, 6.445, -0.217], [-2.745, -1.338, -1.326], [3.112, -4.173, -5.498], [-4.799, -2.320, -0.635], [-0.883, 1.125, -1.014], [-3.187, -0.061, -1.061], [-4.473, 0.066, -0.546], [-2.493, 5.049, 0.034], [2.825, -7.577, 2.081], [-2.190, 5.539, -1.312], [-1.225, 10.131, 2.837], [-2.217, -1.024, 3.099], [-0.090, -9.731, -1.659], [-1.069, -5.430, -2.634], [-3.112, -3.430, -1.379], [-0.394, 10.738, 2.484], [3.358, -4.996, -6.166], [1.709, -9.425, -2.696], [-0.870, 9.462, 3.618], [2.575, -2.470, -0.931], [-2.092, -6.436, -1.098], [-6.262, -0.967, 0.037], [-0.444, 2.131, -0.931], [-2.222, -0.718, 2.053], [1.864, 7.255, 5.395], [0.622, -1.703, -3.266], [1.182, -3.532, -0.998], [1.527, -11.035, -1.974], [0.352, 7.618, -0.818], [4.413, 3.056, 1.342], [-3.047, 6.080, -1.708], [-1.753, -1.517, -1.721], [-1.993, 10.783, 3.250], [-1.959, 4.700, -1.967], [1.170, 6.021, 6.465], [-5.396, -3.217, -0.506], [2.256, -3.632, -5.898], [3.332, 3.031, -0.060], [-0.773, 0.666, -0.023], [-3.195, -0.823, 3.533], [3.964, -3.498, -5.435], [-0.261, -1.757, -0.265], [-0.905, -0.114, -2.716], [-4.904, 1.030, -0.290], [-3.254, -5.929, 2.967], [5.456, 8.019, 3.165], [1.904, -3.051, 0.600], [1.359, 8.332, 0.450], [0.661, 6.113, 4.770], [-1.369, -7.483, -2.324], [5.321, 8.260, 1.413], [1.797, 0.232, -1.322], [-1.464, -0.451, 3.636], [3.075, -6.798, 1.363], [-2.553, 1.610, -2.317], [2.666, 2.860, 1.569], [1.817, -7.408, 2.455], [-0.336, -6.692, -1.125], [1.944, 8.286, -1.224], [2.397, -1.739, -2.939], [-2.861, -4.709, 1.752], [-1.334, 6.208, -1.275], [0.866, -0.192, -4.532], [1.881, -9.636, -0.941], [5.055, 6.650, 2.108], [3.526, -7.534, 2.912], [1.024, -0.883, 0.532], [-2.795, 1.978, -0.610], [-4.435, -4.671, 2.557]], "atomic_forces_ev_per_a": [[-0.131, -0.202, -0.060], [-0.097, 0.417, -0.024], [0.196, 0.154, 0.304], [-0.054, -0.071, 0.126], [-0.089, 0.325, 0.014], [0.118, 0.077, -0.304], [0.229, 0.163, 0.200], [0.058, 0.427, 0.346], [-0.474, -0.202, -0.272], [0.150, 0.671, 0.164], [0.484, -0.365, 0.010], [0.284, -0.195, -0.146], [0.435, -0.025, 0.098], [0.110, 0.070, -0.385], [-0.190, 1.126, 1.034], [0.376, 0.795, -0.337], [0.585, 0.300, 0.400], [-0.084, 0.078, 0.032], [0.090, -0.447, -0.103], [-0.009, 0.571, -0.174], [-0.078, -0.081, -0.852], [-0.217, 0.066, -0.227], [-0.177, 0.018, 0.024], [-0.286, -0.453, -0.292], [-0.189, 0.163, -0.022], [-1.699, 0.720, 0.586], [-0.026, -0.078, -0.069], [0.074, -0.154, 0.028], [-0.145, 0.079, 0.055], [0.036, -0.380, -0.053], [-0.057, -0.046, 0.187], [0.044, -0.173, -0.032], [0.083, -0.109, 0.054], [0.009, -0.135, -0.121], [-0.020, -0.489, 0.194], [-1.358, -0.630, 0.348], [-0.175, 0.004, 0.063], [0.044, -1.153, 0.658], [0.031, -0.111, 0.051], [1.136, -0.281, -0.437], [-0.067, -0.050, 0.178], [0.189, -0.521, -0.024], [0.009, 0.399, -0.405], [-0.237, 0.999, 0.054], [-0.100, 0.283, 0.116], [-0.034, -0.060, 0.219], [-0.001, -0.172, -0.097], [-0.089, -0.132, 0.141], [-0.087, -0.125, -0.158], [0.054, -0.193, -0.048], [-0.183, -0.094, 0.014], [0.056, 0.083, 0.067], [-0.076, 0.066, 0.037], [0.001, -0.016, -0.016], [-0.005, 0.002, 0.003], [-0.045, -0.001, -0.016], [-0.036, -0.011, 0.004], [0.058, -0.320, 0.346], [-0.037, -0.069, -0.030], [0.146, 0.276, 0.020], [-0.254, -0.097, -0.006], [-0.029, -0.019, -0.017], [-0.026, 0.022, -0.032], [0.602, -0.583, 0.079], [-0.022, 0.066, 0.216], [0.007, 0.000, 0.048], [-0.006, 0.036, 0.006], [0.003, 0.000, -0.014], [0.011, 0.031, 0.027], [-0.130, 0.102, 0.024], [-0.007, -0.019, 0.009], [0.026, -0.004, 0.015], [-0.026, 0.016, 0.015], [-0.191, 0.253, 0.107], [-0.011, -0.010, 0.014], [-0.036, 0.042, 0.030], [0.193, -0.121, -0.269], [-0.004, -0.002, -0.015], [-0.006, 0.001, 0.006], [0.067, 0.283, -0.239], [0.585, -0.638, 0.053], [0.258, 0.051, -0.113], [0.053, 0.047, 0.004], [-0.009, 0.013, -0.004], [-0.148, -0.170, -0.207], [-0.028, -0.053, 0.032], [-0.002, 0.028, -0.017], [-0.077, 0.016, -0.023], [-0.006, -0.004, -0.001], [0.065, -0.425, 0.339], [0.004, -0.010, -0.002], [-0.003, -0.006, -0.006], [-0.046, -0.190, 0.124], [-0.022, 0.033, -0.048], [0.002, -0.004, -0.004], [0.024, 0.001, -0.038], [-0.005, -0.035, -0.025], [0.120, 0.431, -0.115], [0.015, -0.026, -0.035], [-0.018, 0.015, 0.009], [0.737, 0.501, -0.784], [-0.086, -0.151, -0.182], [-0.034, 0.002, -0.026], [0.000, -0.008, -0.005], [0.010, -0.096, -0.151], [-0.092, -0.111, -0.230], [0.004, 0.005, -0.017]], "mulliken_charge": [-0.58, -0.40, -0.48, -0.49, -0.44, -0.36, -0.40, -0.47, -0.54, -0.51, -0.50, -0.41, -0.42, -0.48, -0.08, -1.58, -1.19, 0.35, -0.96, -0.46, 0.06, 0.31, -0.78, -0.58, -0.54, -0.56, 0.35, 0.41, -0.69, -0.76, 0.37, 0.42, 0.38, -0.49, 0.14, -0.67, 0.39, 0.15, 0.42, 0.35, -0.87, -0.65, -0.64, 1.14, -0.78, 0.38, -0.74, -0.22, -0.59, -0.38, 0.48, 0.39, 0.49, 0.25, 0.35, 0.27, 0.06, 0.32, 0.05, 0.37, 0.56, -0.12, 0.16, 0.31, 0.25, 0.32, 0.05, 0.35, 0.33, 0.00, 0.33, 0.23, 0.34, 0.50, 0.26, 0.27, 0.05, 0.33, 0.29, 0.05, 0.55, 0.42, 0.40, 0.33, 0.48, 0.09, 0.25, 0.29, 0.29, 0.02, 0.31, 0.22, 0.37, 0.27, 0.26, 0.20, 0.28, 0.33, 0.07, -0.21, 0.37, -0.01, 0.20, 0.32, 0.41, 0.40, 0.29], "multiplicity": 1}

=====

no.,HOMO-LUMO gap (eV),E_LUMO (eV)
1,7.737,-0.52
2,8.593,0.06
3,9.136,0.03